# 1
29
Properties=species:S:1:pos:R:3:nbo_charge:R:1 method="wB97M-V/def2-TZVPD" homo_energy_ev=-7.676 relative_energy_kcal_mol=19.0 gap_ha=0.3069 smiles="Nc1ccc(NS(=O)(=O)c2ccccc2)cc1" charge=0
N 4.643 1.214 -0.380 -0.80
C 3.502 0.461 -0.170 0.15
C 2.260 0.904 -0.625 -0.24
C 1.108 0.195 -0.351 -0.24
C 1.169 -0.988 0.376 0.19
N -0.006 -1.695 0.662 -0.88
S -1.232 -1.846 -0.476 2.30
O -1.971 -3.004 -0.064 -0.94
O -0.717 -1.794 -1.812 -0.92
C -2.222 -0.390 -0.166 -0.25
C -2.538 0.458 -1.209 -0.22
C -3.317 1.576 -0.957 -0.21
C -3.768 1.826 0.329 -0.19
C -3.448 0.964 1.367 -0.21
C -2.670 -0.155 1.119 -0.21
C 2.404 -1.439 0.830 -0.24
C 3.553 -0.722 0.567 -0.25
H 4.603 1.863 -1.150 0.38
H 5.516 0.715 -0.310 0.38
H 2.202 1.818 -1.197 0.21
H 0.156 0.549 -0.711 0.22
H 0.129 -2.556 1.169 0.42
H -2.166 0.228 -2.195 0.25
H -3.572 2.248 -1.762 0.22
H -4.375 2.698 0.524 0.22
H -3.804 1.163 2.366 0.22
H -2.407 -0.849 1.901 0.23
H 2.462 -2.359 1.395 0.21
H 4.506 -1.082 0.929 0.21

=====

# 2
27
Properties=species:S:1:pos:R:3:nbo_charge:R:1 method="wB97M-V/def2-TZVPD" homo_energy_ev=-3.360 relative_energy_kcal_mol=52.4 gap_ha=0.2504 charge=-1
C -1.637 -0.121 -1.839 -0.37
C -2.333 -1.051 -1.201 -0.26
C -2.966 -0.914 0.071 -0.24
C -2.188 -0.539 1.196 -0.17
C -0.814 -0.304 1.182 -0.30
C -0.243 0.688 0.408 -0.32
C 1.209 0.627 0.284 -0.08
C 1.803 -0.679 0.231 -0.20
C 3.109 -0.863 0.005 -0.24
C 3.937 0.284 -0.097 -0.24
C 3.428 1.575 -0.090 -0.22
C 2.044 1.724 0.089 -0.19
P -0.975 2.493 0.343 1.39
O -1.092 2.808 -1.104 -1.20
O -2.616 2.276 0.820 -1.03
H -1.214 -0.495 -2.820 0.19
H -1.709 0.847 -1.482 0.24
H -2.499 -2.075 -1.549 0.18
H -4.020 -1.290 0.114 0.20
H -2.501 -0.800 2.167 0.19
H -0.094 -0.770 1.918 0.19
H 1.071 -1.568 0.120 0.22
H 3.483 -1.905 -0.034 0.20
H 5.030 0.004 -0.078 0.19
H 4.020 2.486 -0.243 0.21
H 1.843 2.807 0.344 0.23
H -3.041 2.070 -0.055 0.47

=====

# 3
28
Properties=species:S:1:pos:R:3:nbo_charge:R:1 method="wB97M-V/def2-TZVPD" homo_energy_ev=-9.383 gap_ha=0.3504 smiles="O=C1OCC=C1[C@@H]1CCC=C2C(=O)OC[C@@H]21" charge=0
O -0.177 -2.460 1.169 -0.59
C -1.221 -2.011 0.659 0.72
O -2.445 -2.528 0.936 -0.44
C -3.295 -1.796 0.061 -0.12
C -2.528 -0.737 -0.601 -0.15
C -1.233 -0.940 -0.322 -0.10
C -0.066 -0.028 -0.748 -0.21
C 1.127 -0.915 -1.045 -0.40
C 2.186 -0.009 -1.516 -0.46
C 2.528 1.053 -0.603 -0.09
C 1.621 1.519 0.283 -0.14
C 1.891 2.278 1.559 0.77
O 2.795 3.080 1.754 -0.56
O 0.810 2.099 2.370 -0.48
C -0.240 1.362 1.693 -0.05
C 0.219 1.111 0.220 -0.30
H -4.107 -1.308 0.550 0.20
H -3.709 -2.541 -0.634 0.21
H -2.930 0.174 -1.081 0.23
H -0.388 0.353 -1.728 0.22
H 0.874 -1.683 -1.806 0.22
H 1.486 -1.473 -0.249 0.24
H 1.930 0.445 -2.462 0.22
H 3.115 -0.630 -1.634 0.22
H 3.639 1.313 -0.543 0.23
H -0.405 0.405 2.211 0.19
H -1.198 1.927 1.703 0.19
H -0.281 1.939 -0.192 0.22

=====

# 4
35
Properties=species:S:1:pos:R:3:nbo_charge:R:1 method="wB97M-V/def2-TZVPD" homo_energy_ev="-3.737 / -4.257" relative_energy_kcal_mol=13.9 gap_ha="0.2468 / 0.2335" multiplicity=2 charge=-1
Au 0.240 1.026 0.269 1.01
O 2.431 0.275 0.790 -0.61
N 3.013 0.068 -0.372 0.02
C 4.264 0.574 -0.635 0.02
C 5.099 -0.079 -1.474 -0.31
C 4.672 -1.276 -2.130 -0.18
C 3.329 -1.608 -2.067 -0.28
C 2.457 -0.875 -1.282 0.04
S 0.778 -0.798 -1.596 -0.33
H 4.515 1.467 -0.081 0.23
H 6.081 0.324 -1.674 0.21
H 5.363 -1.836 -2.740 0.21
H 2.912 -2.386 -2.686 0.23
N 1.645 3.394 -1.153 -0.53
C 1.108 2.524 -0.632 -0.08
C -2.561 0.451 -1.830 -0.41
N -3.307 0.411 -0.608 -0.36
C -4.253 -0.529 -0.285 -0.08
C -4.601 -0.345 1.006 -0.05
N -3.877 0.722 1.472 -0.52
C -3.047 1.151 0.494 0.30
S -2.063 2.503 0.591 -0.25
H -3.201 0.140 -2.655 0.20
H -1.703 -0.222 -1.773 0.24
H -2.192 1.463 -1.987 0.25
H -4.590 -1.254 -0.997 0.22
H -5.286 -0.878 1.629 0.22
H -3.715 0.934 2.442 0.45
C 0.047 -0.770 3.237 -0.74
C -1.213 -0.775 2.375 0.80
O -2.272 -1.194 2.838 -0.73
O -1.121 -0.332 1.184 -0.83
H -0.090 -1.443 4.080 0.21
H 0.229 0.238 3.607 0.22
H 0.908 -1.067 2.645 0.24

=====

# 5
37
Properties=species:S:1:pos:R:3:nbo_charge:R:1 method="wB97M-V/def2-TZVPD" homo_energy_ev="-12.103 / -12.104" relative_energy_kcal_mol=7.2 gap_ha="0.2581 / 0.2581" charge=+1
W -0.140 -0.049 1.241 0.84
Br 1.473 -2.266 0.922 0.24
C 1.455 -2.265 -1.003 0.06
C 2.669 -2.479 -1.616 -0.27
C 2.699 -2.591 -3.003 -0.14
C 1.527 -2.530 -3.737 -0.19
C 0.314 -2.330 -3.093 -0.12
C 0.259 -2.175 -1.712 -0.28
C -1.082 -1.865 -1.145 0.81
O -2.122 -2.267 -1.534 -0.46
O -1.040 -0.916 -0.106 -0.67
H 3.581 -2.547 -1.041 0.26
H 3.652 -2.736 -3.493 0.25
H 1.552 -2.634 -4.812 0.24
H -0.612 -2.276 -3.651 0.25
N 5.257 -0.311 -1.055 -0.37
C 4.480 0.500 -0.797 0.42
N 3.571 1.443 -0.504 -0.56
C 2.440 1.131 -0.101 0.71
N 1.314 0.956 0.252 -0.77
C -1.433 2.906 -0.288 -0.96
P -1.690 1.877 1.175 1.09
C -3.431 1.398 1.124 -0.95
C -1.489 2.980 2.592 -0.94
H -2.127 3.747 -0.291 0.26
H -1.589 2.309 -1.187 0.26
H -0.409 3.276 -0.292 0.26
H -4.054 2.283 0.989 0.26
H -3.706 0.902 2.054 0.26
H -3.597 0.711 0.293 0.26
H -2.176 3.822 2.497 0.26
H -0.465 3.352 2.624 0.26
H -1.698 2.440 3.514 0.26
Cl -2.460 -0.252 4.558 -0.34
Si -1.207 -1.129 3.220 1.06
Cl 0.859 0.427 3.322 -0.23
Cl -0.577 -2.842 4.082 -0.32

=====

# 6
45
Properties=species:S:1:pos:R:3:nbo_charge:R:1 method="wB97M-V/def2-TZVPD" homo_energy_ev=-1.806 gap_ha=0.1507 charge=-1
N 1.542 0.685 4.379 -0.87
C 0.544 1.675 3.901 -0.28
C -0.799 1.019 3.524 -0.65
Cl -1.979 1.241 4.943 -0.28
H 2.388 1.133 4.712 0.33
H 1.762 0.024 3.650 0.34
H 0.436 2.421 4.690 0.18
H 0.908 2.176 2.991 0.14
H -0.580 -0.059 3.556 0.12
C 4.301 1.657 -1.918 -0.13
C 3.360 2.472 -2.819 0.59
C 2.606 3.640 -2.183 0.52
F 1.775 3.226 -1.214 -0.31
F 1.863 4.251 -3.142 -0.33
F 2.500 1.646 -3.448 -0.31
F 4.156 3.033 -3.780 -0.34
O 3.820 0.434 -1.399 -0.51
C 3.129 0.408 -0.199 0.85
C 1.695 -0.082 -0.388 0.50
F 1.038 0.716 -1.252 -0.32
F 1.037 -0.070 0.784 -0.31
F 3.185 1.594 0.426 -0.31
F 3.758 -0.490 0.589 -0.32
H 5.116 1.354 -2.575 0.22
H 4.754 2.273 -1.142 0.21
H 3.306 4.372 -1.770 0.14
H 1.685 -1.099 -0.778 0.15
C -1.993 -2.873 -0.130 -0.14
C -1.711 -1.831 -1.222 0.60
C -2.056 -0.373 -0.904 0.50
F -3.381 -0.235 -0.693 -0.32
F -1.732 0.384 -1.982 -0.33
F -2.293 -2.216 -2.382 -0.32
F -0.355 -1.875 -1.432 -0.35
O -3.183 -3.638 -0.246 -0.52
C -4.374 -3.182 0.280 0.85
C -5.415 -2.975 -0.820 0.51
F -4.985 -2.083 -1.731 -0.32
F -6.557 -2.501 -0.268 -0.33
F -4.212 -2.092 1.036 -0.30
F -4.850 -4.164 1.081 -0.33
H -1.205 -3.617 -0.242 0.22
H -1.872 -2.454 0.869 0.23
H -1.506 -0.009 -0.029 0.18
H -5.626 -3.921 -1.323 0.14

=====

no.,strongest force on any atom (eV Å⁻¹)
1,1.03
2,3.85
3,5.44
4,2.26
5,1.02
6,0.82